Entry 1:
Molecular formula: C3H4BrNO3
Method: DFT, wB97M-V/def2-TZVPD

```
12
Properties=species:S:1:pos:R:3:lowdin_charge:R:1
C -0.350 0.545 0.113 -0.523
C -1.778 0.573 -0.017 -0.052
C 0.228 -0.768 -0.006 -0.478
N 1.610 -0.821 -0.047 -0.350
O 0.341 1.500 0.432 0.072
O 2.526 0.179 -0.067 0.058
O 2.175 -1.924 -0.109 0.008
Br -0.637 -2.351 -0.576 0.897
H -2.142 -0.119 -0.602 -0.023
H -2.080 1.596 -0.356 0.120
H -2.223 0.486 1.032 0.141
H 2.330 1.106 0.202 0.130
```

Properties
* spin multiplicity: 3
* HOMO (alpha / beta): -7.31 / -10.52 eV
* energy: -80844.2616 eV
* HOMO-LUMO gap (alpha / beta): 7.59 / 7.81 eV
* energy above the lowest of the compared OMol25 structures with the same formula, charge and spin: 15.09 kcal/mol
* charge: 0

Entry 2:
Molecular formula: C15H114O42
Method: DFT, wB97M-V/def2-TZVPD

```
171
Properties=species:S:1:pos:R:3:lowdin_charge:R:1
O -4.032 3.661 -0.026 -0.043
H -4.160 4.591 -0.213 0.041
H -3.541 3.647 0.796 0.012
O 3.005 -3.336 -3.938 -0.034
H 2.806 -3.173 -3.016 0.001
H 3.833 -2.880 -4.090 0.055
O -4.670 -1.976 -1.019 -0.038
H -5.070 -2.235 -1.849 0.045
H -4.111 -1.232 -1.243 -0.008
O -0.348 2.689 3.066 -0.019
H -0.074 2.017 3.690 0.023
H 0.318 2.665 2.380 0.035
O 6.416 -2.141 -0.472 -0.058
H 5.657 -1.584 -0.299 -0.041
H 6.296 -2.896 0.105 0.023
O 4.213 -4.893 -0.974 -0.036
H 4.180 -3.948 -1.123 -0.004
H 5.134 -5.124 -1.101 0.058
O -1.133 -1.130 -3.674 -0.040
H -0.589 -0.546 -4.202 0.029
H -0.982 -2.000 -4.044 0.036
O 2.280 -5.279 0.954 -0.057
H 2.977 -4.971 0.375 -0.027
H 2.670 -5.266 1.828 0.002
O -0.953 4.879 -1.613 -0.032
H -1.105 5.353 -0.795 0.069
H -0.289 5.395 -2.069 0.012
O 4.673 -0.119 -0.314 -0.053
H 5.034 0.676 -0.706 0.012
H 4.135 0.195 0.413 0.000
O -0.574 -4.135 -4.029 -0.024
H 0.014 -3.809 -4.710 0.012
H 0.009 -4.419 -3.325 0.016
O -1.685 -2.922 -1.394 -0.041
H -0.756 -3.150 -1.386 0.003
H -1.800 -2.413 -2.196 -0.012
O 5.993 1.973 -1.789 -0.030
H 6.340 2.836 -1.561 0.054
H 6.000 1.956 -2.746 0.010
O -1.105 -4.220 5.057 -0.060
H -1.944 -4.580 5.346 0.058
H -1.334 -3.406 4.609 -0.027
O -3.029 0.067 -2.118 -0.033
H -2.364 -0.291 -2.706 -0.006
H -2.962 1.016 -2.230 -0.008
O 3.055 -2.323 -1.408 -0.041
H 2.247 -1.814 -1.346 0.015
H 3.754 -1.670 -1.381 0.027
O -1.841 -5.274 0.619 -0.024
H -1.367 -6.104 0.573 0.070
H -1.581 -4.805 -0.174 0.018
O -6.176 2.068 0.168 -0.045
H -6.724 2.267 -0.592 0.054
H -5.399 2.615 0.053 -0.020
O -5.572 -0.186 1.718 -0.034
H -5.684 0.537 1.100 -0.002
H -6.003 -0.930 1.297 0.056
O 0.967 5.956 -3.398 -0.030
H 0.275 6.438 -3.852 0.057
H 1.060 5.144 -3.895 0.052
O -3.192 -3.342 -3.847 -0.052
H -2.409 -3.828 -4.106 -0.007
H -3.156 -3.323 -2.890 -0.004
O -0.634 -6.239 3.322 -0.065
H -0.710 -5.512 3.940 -0.039
H -0.876 -5.861 2.477 -0.016
O -2.065 -2.197 3.712 -0.044
H -2.888 -1.809 4.010 0.009
H -2.209 -2.380 2.784 0.032
O 0.211 0.331 4.557 -0.025
H -0.212 -0.449 4.197 0.059
H -0.136 0.403 5.446 0.081
O -3.985 2.145 -4.312 -0.048
H -3.974 2.891 -4.912 0.050
H -3.367 2.384 -3.621 -0.033
O 2.807 1.028 4.997 -0.043
H 1.882 0.781 4.970 -0.026
H 2.825 1.836 5.510 0.040
O -3.717 5.976 -1.647 -0.032
H -3.007 5.428 -1.979 0.001
H -3.284 6.609 -1.074 0.046
O 0.408 -4.693 -1.479 -0.029
H 0.775 -4.318 -0.679 0.046
H 1.170 -4.889 -2.024 0.060
O 3.273 0.870 1.820 -0.039
H 3.149 0.625 2.737 0.015
H 3.247 1.826 1.821 0.017
O -5.148 -3.399 3.691 -0.065
H -4.808 -3.543 2.808 -0.033
H -5.016 -2.465 3.849 -0.013
O -4.081 -0.404 3.923 -0.056
H -4.673 -0.272 3.182 -0.011
H -3.871 0.480 4.222 0.001
O -2.510 0.745 -6.269 -0.045
H -2.852 -0.147 -6.330 0.059
H -2.829 1.067 -5.426 -0.003
O 1.291 -3.134 -5.959 -0.056
H 1.919 -3.165 -5.237 -0.030
H 1.749 -2.661 -6.655 0.040
O -3.738 -3.591 1.458 -0.038
H -3.058 -4.219 1.214 -0.004
H -4.015 -3.202 0.628 0.023
O -2.556 2.785 -2.217 -0.055
H -3.106 2.835 -1.436 0.034
H -1.928 3.500 -2.114 0.008
O -2.590 3.424 2.293 -0.054
H -1.703 3.155 2.531 -0.046
H -3.158 2.912 2.868 0.019
O 0.194 -0.151 -5.858 -0.056
H 0.614 -0.172 -6.718 0.047
H -0.643 0.287 -6.010 -0.007
C 4.233 -2.652 4.611 -0.071
C 3.337 -3.245 3.597 -0.505
C 3.108 -2.153 2.534 -0.035
O 3.907 -4.393 3.040 -0.029
H 4.546 -3.378 5.362 0.081
H 3.790 -1.788 5.106 0.078
H 5.150 -2.325 4.121 0.089
H 2.389 -3.401 4.112 0.145
H 2.517 -1.310 2.894 0.067
H 2.428 -2.633 1.832 0.066
H 3.959 -1.956 1.881 0.087
H 3.883 -5.063 3.727 0.110
C 0.661 1.053 -0.612 -0.018
C 0.557 -0.417 -0.114 -0.461
C -0.730 -0.632 0.640 -0.026
O 0.555 -1.220 -1.239 -0.072
H -0.169 1.453 -1.195 0.080
H 1.609 1.217 -1.124 0.069
H 0.772 1.688 0.267 0.050
H 1.350 -0.702 0.578 0.121
H -1.542 -0.522 -0.078 0.073
H -0.842 0.189 1.348 0.079
H -0.815 -1.610 1.115 0.081
H -0.214 -1.039 -1.785 0.059
C 3.987 0.220 -5.314 -0.040
C 4.651 1.608 -5.329 -0.477
C 3.881 2.578 -4.376 -0.054
O 5.973 1.586 -4.882 -0.040
H 4.017 -0.183 -4.302 0.080
H 4.436 -0.522 -5.974 0.076
H 2.960 0.337 -5.660 0.066
H 4.567 2.080 -6.308 0.134
H 4.511 3.460 -4.259 0.077
H 3.703 2.278 -3.343 0.063
H 2.917 2.893 -4.776 0.071
H 6.434 1.182 -5.621 0.103
C -5.439 3.792 4.432 -0.054
C -4.874 2.768 5.377 -0.451
C -5.822 1.604 5.535 -0.063
O -3.663 2.200 4.821 -0.083
H -4.716 4.602 4.331 0.079
H -6.274 4.355 4.848 0.085
H -5.761 3.388 3.472 0.092
H -4.704 3.202 6.362 0.142
H -6.697 1.970 6.073 0.085
H -5.493 0.814 6.210 0.088
H -6.166 1.127 4.617 0.086
H -2.993 2.752 5.232 0.101
C 4.222 4.845 1.488 -0.051
C 2.824 4.485 1.102 -0.487
C 2.801 3.890 -0.317 -0.034
O 2.286 3.573 2.027 -0.070
H 4.259 5.262 2.494 0.083
H 4.501 5.686 0.854 0.088
H 4.938 4.035 1.353 0.090
H 2.164 5.352 1.139 0.140
H 1.776 3.595 -0.542 0.055
H 3.418 2.997 -0.414 0.073
H 2.946 4.591 -1.139 0.085
H 2.200 4.022 2.872 0.106
```

Properties
* spin multiplicity: 1
* HOMO: -9.51 eV
* energy: -103405.4431 eV
* HOMO-LUMO gap: 8.69 eV
* charge: 0

Entry 3:
Molecular formula: C6H12N2O4
Method: DFT, wB97M-V/def2-TZVPD

```
24
Properties=species:S:1:pos:R:3:lowdin_charge:R:1
C -1.895 0.136 -0.180 -0.318
C -1.253 -0.582 1.089 -0.430
C -1.954 -0.772 -1.413 -0.038
C 1.019 -0.059 0.251 -0.272
C 2.181 -1.025 -0.020 -0.448
C 1.544 1.178 0.893 -0.242
H -1.419 2.151 0.230 0.058
H -1.754 1.861 -1.318 0.072
H -2.912 0.284 0.133 0.118
H -2.226 -0.289 -2.362 0.086
H -0.944 -1.213 -1.586 0.071
H -2.680 -1.556 -1.273 0.080
H 0.559 -0.821 2.100 0.194
H 0.534 0.174 -0.719 0.145
H 0.765 1.801 1.377 0.129
H 2.199 0.836 1.756 0.146
H 2.974 1.470 -0.283 0.059
H 0.980 -2.299 -0.757 0.106
N -1.358 1.488 -0.483 0.058
N 0.118 -0.830 1.117 0.112
O -1.985 -0.990 1.936 0.099
O 3.355 -0.737 0.208 0.095
O 2.218 1.975 -0.055 -0.015
O 1.934 -2.179 -0.640 0.137
```

Properties
* spin multiplicity: 1
* SMILES: C[C@H](N)C(=O)N[C@@H](CO)C(=O)O
* HOMO: -9.73 eV
* energy: -17586.6502 eV
* HOMO-LUMO gap: 10.26 eV
* energy above the lowest of the compared OMol25 structures with the same formula, charge and spin: 24.46 kcal/mol
* charge: 0

Entry 4:
Molecular formula: C3H4ClFO2S
Method: DFT, wB97M-V/def2-TZVPD

```
12
Properties=species:S:1:pos:R:3:lowdin_charge:R:1
C 0.897 -0.739 -1.130 0.012
C -0.269 -1.628 -0.638 -0.080
C 1.065 -1.402 -0.036 -0.363
O -0.142 1.473 2.492 -0.393
O -2.120 0.843 1.281 -0.415
F 1.820 -1.841 0.944 0.122
S -0.683 0.863 1.327 0.777
Cl -0.740 3.186 -0.608 0.331
H 1.344 0.129 -1.595 0.094
H 0.464 2.698 -0.720 -0.206
H -1.105 -1.136 -0.040 0.048
H -0.531 -2.446 -1.275 0.075
```

Properties
* spin multiplicity: 1
* HOMO: -10.01 eV
* energy: -33342.0354 eV
* HOMO-LUMO gap: 9.04 eV
* energy above the lowest of the compared OMol25 structures with the same formula, charge and spin: 40.60 kcal/mol
* charge: 0

Entry 5:
Molecular formula: C4H16NO3
Method: DFT, wB97M-V/def2-TZVPD

```
24
Properties=species:S:1:pos:R:3:lowdin_charge:R:1
C 0.328 -0.001 1.637 -0.133
C 0.903 -0.608 0.341 -0.238
C 0.256 -0.085 -0.893 -0.393
C 0.906 0.493 -1.894 0.061
N -1.188 -0.286 -0.973 0.147
H 0.996 -0.185 2.478 0.071
H 0.179 1.069 1.507 0.052
H -0.639 -0.461 1.855 0.044
H 1.978 -0.444 0.258 0.097
H 0.802 -1.700 0.390 0.097
H 1.923 0.832 -1.735 0.065
H 0.407 0.919 -2.755 0.060
H -1.578 -0.297 -1.938 0.082
H -1.726 0.497 -0.525 0.079
H -1.445 -1.241 -0.629 0.066
H -1.752 2.514 0.794 0.039
H -3.170 1.968 0.678 0.054
O -2.302 1.936 0.251 -0.114
H 2.579 1.508 1.110 0.013
H 4.011 1.875 1.191 0.045
O 3.308 1.781 0.534 -0.060
H -1.598 -3.639 -1.315 0.030
H -1.702 -3.447 0.234 0.024
O -1.477 -2.999 -0.597 -0.186
```

Properties
* spin multiplicity: 2
* HOMO (alpha / beta): -2.65 / -10.23 eV
* energy: -12036.5187 eV
* HOMO-LUMO gap (alpha / beta): 3.15 / 10.57 eV
* energy above the lowest of the compared OMol25 structures with the same formula, charge and spin: 31.84 kcal/mol
* charge: 0

Entry 6:
Molecular formula: CH2N2O2
Method: DFT, wB97M-V/def2-TZVPD

```
7
Properties=species:S:1:pos:R:3:lowdin_charge:R:1
C -1.191 -0.203 -0.026 -0.173
N -0.279 -0.982 0.098 0.103
N 1.414 0.154 -0.063 -0.328
O 0.964 1.207 0.025 0.094
O 2.350 -0.505 -0.025 0.161
H -2.113 -0.607 0.131 0.037
H -1.145 0.937 -0.141 0.106
```

Properties
* spin multiplicity: 1
* HOMO (alpha / beta): -9.13 / -9.01 eV
* energy: -8138.4984 eV
* HOMO-LUMO gap (alpha / beta): 9.06 / 8.91 eV
* energy above the lowest of the compared OMol25 structures with the same formula, charge and spin: 158.48 kcal/mol
* charge: 0

> spin multiplicity of number 6 (CH2N2O2)?

1